{
  "formula": "C47H93BrIO14PS6",
  "method": "the ωB97M-V functional and the def2-TZVPD basis",
  "species": ["C", "C", "C", "Br", "C", "C", "C", "C", "C", "C", "C", "C", "C", "C", "C", "C", "C", "O", "C", "C", "C", "C", "C", "I", "C", "S", "O", "O", "O", "C", "P", "C", "C", "C", "C", "H", "H", "H", "H", "H", "H", "H", "H", "H", "H", "H", "H", "H", "H", "H", "H", "H", "H", "H", "H", "H", "H", "H", "H", "H", "H", "H", "H", "H", "H", "H", "H", "H", "H", "H", "H", "H", "H", "H", "H", "H", "H", "H", "H", "H", "H", "H", "H", "H", "H", "H", "H", "H", "C", "C", "C", "S", "O", "O", "C", "H", "H", "H", "H", "H", "H", "H", "H", "C", "C", "C", "S", "O", "O", "C", "H", "H", "H", "H", "H", "H", "H", "H", "C", "C", "C", "S", "O", "O", "C", "H", "H", "H", "H", "H", "H", "H", "H", "C", "C", "C", "S", "O", "O", "C", "H", "H", "H", "H", "H", "H", "H", "H", "C", "C", "C", "S", "O", "O", "C", "H", "H", "H", "H", "H", "H", "H", "H"],
  "coordinates": [[3.92612, -1.41577, -2.80022], [2.93707, -0.94081, -1.70118], [3.48319, 0.37113, -1.04785], [2.99975, 1.83334, -2.27576], [3.14061, 0.56855, 0.45699], [1.97105, -0.30062, 0.99064], [0.67180, -0.31163, 0.14164], [-0.68555, -0.30394, 0.90765], [-1.68837, -1.15741, 0.06400], [-2.71183, -1.88814, 1.01571], [-3.94235, -0.95259, 1.26657], [-5.27557, -1.65566, 0.84255], [-6.08005, -0.82261, -0.21327], [-7.14550, 0.04352, 0.52665], [-8.20945, 0.57347, -0.48903], [-8.43558, 2.11492, -0.31739], [-9.86062, 2.34453, 0.28107], [-9.85407, 2.01837, 1.66277], [-9.62238, 3.15992, 2.47086], [4.45507, 0.02617, 1.21081], [4.87338, -1.40582, 0.82481], [6.23701, -1.84560, 1.48525], [7.19992, -2.49955, 0.46754], [9.26218, -2.09630, 1.04056], [4.37418, 0.09815, 2.75153], [4.30836, 1.86493, 3.12548], [5.50992, 2.50624, 2.62414], [4.16867, 2.06153, 4.55777], [2.96711, 2.28654, 2.34593], [2.98403, 2.07022, 0.90849], [1.35209, 2.93799, 0.40414], [0.57085, 3.62609, 1.94804], [0.03918, 2.56714, 2.95894], [1.87216, 4.48725, -0.54795], [1.02117, 5.73346, -0.21466], [3.72508, -2.47614, -3.02449], [3.78384, -0.84125, -3.72390], [4.97597, -1.35952, -2.47165], [2.83563, -1.75323, -0.96963], [1.96825, -0.69367, -2.15255], [4.57569, 0.32183, -1.15557], [2.23815, -1.35423, 1.16432], [1.72348, 0.07956, 2.00046], [0.66676, 0.43979, -0.65961], [0.67166, -1.27695, -0.39038], [-0.58240, -0.67537, 1.93549], [-1.06198, 0.73042, 0.85832], [-1.14213, -1.93023, -0.49373], [-2.21836, -0.49974, -0.64124], [-2.16668, -2.14631, 1.93328], [-2.97985, -2.82228, 0.50134], [-3.82274, -0.01109, 0.70982], [-3.96279, -0.69178, 2.33525], [-5.10800, -2.65964, 0.42896], [-5.87285, -1.79603, 1.75774], [-5.41064, -0.20977, -0.83483], [-6.57611, -1.54832, -0.88072], [-6.59811, 0.84773, 1.03828], [-7.60832, -0.61006, 1.27814], [-7.87852, 0.35328, -1.51539], [-9.14265, 0.02072, -0.30245], [-8.31899, 2.62182, -1.28676], [-7.72969, 2.54127, 0.40780], [-10.17575, 3.39057, 0.11238], [-10.53785, 1.65589, -0.24478], [-8.56876, 3.47597, 2.34531], [-10.25404, 4.02206, 2.18070], [-9.83527, 2.93140, 3.53055], [5.27077, 0.70253, 0.89167], [4.14823, -2.18735, 1.09678], [5.06170, -1.54525, -0.25209], [6.00329, -2.59761, 2.25504], [6.72201, -1.02082, 2.02367], [7.07981, -2.09686, -0.54465], [7.04820, -3.58345, 0.44473], [3.51238, -0.41960, 3.19200], [5.27093, -0.23070, 3.29084], [3.82553, 2.63040, 0.45782], [-0.28805, 4.24715, 1.65446], [1.25720, 4.32380, 2.45988], [-1.05927, 2.55861, 2.96129], [0.32479, 2.91085, 3.96828], [0.46882, 1.56736, 2.84833], [2.95536, 4.66614, -0.46561], [1.66351, 4.24016, -1.59946], [1.29001, 6.18123, 0.74961], [-0.04095, 5.43722, -0.19265], [1.08661, 6.48959, -1.01267], [3.55588, -2.10561, 7.43722], [4.90983, -2.48030, 8.05167], [5.73402, -3.17346, 6.96008], [5.15076, -2.51031, 5.39940], [4.52174, -3.57131, 4.64955], [6.17851, -1.67804, 4.81898], [3.87409, -1.46648, 6.08990], [2.99440, -1.42614, 8.07721], [2.95442, -3.00638, 7.29093], [5.42288, -1.57383, 8.38065], [4.79358, -3.12454, 8.92273], [6.79741, -2.96706, 7.05877], [5.56422, -4.24903, 6.94895], [3.02158, -1.43334, 5.41447], [4.29365, -0.46674, 6.21419], [-1.03033, -4.84785, -4.32702], [0.44823, -5.25007, -4.27830], [1.19636, -4.14796, -3.52425], [0.00920, -3.41724, -2.39742], [-0.22468, -2.05131, -2.79544], [0.36619, -3.76248, -1.03887], [-1.38788, -4.40504, -2.91009], [-1.66328, -5.67111, -4.65833], [-1.16307, -4.01652, -5.02371], [0.54891, -6.19810, -3.74296], [0.86445, -5.39051, -5.27556], [2.03248, -4.54430, -2.95139], [1.54698, -3.37130, -4.19997], [-2.29670, -3.80844, -2.85715], [-1.45796, -5.25783, -2.23396], [7.55598, 0.16638, -5.28560], [8.36169, -0.82584, -6.13489], [7.37610, -1.86430, -6.68512], [5.79267, -1.03131, -6.80545], [4.87134, -1.65508, -5.86017], [5.46016, -0.84736, -8.18413], [6.33028, 0.52707, -6.11861], [8.13965, 1.05048, -5.03199], [7.24577, -0.31207, -4.35320], [8.83741, -0.29442, -6.96238], [9.15168, -1.30367, -5.55647], [7.66528, -2.22154, -7.67091], [7.25885, -2.70723, -6.00552], [5.52400, 0.96907, -5.53538], [6.59483, 1.18097, -6.94996], [-11.69272, 5.77364, 6.44848], [-12.10428, 5.02960, 7.72435], [-11.15953, 3.83251, 7.88197], [-9.62046, 4.30110, 7.08663], [-9.41671, 3.44982, 5.94035], [-8.59842, 4.48311, 8.08614], [-10.17451, 5.90124, 6.51352], [-12.17243, 6.74926, 6.37575], [-11.98083, 5.18951, 5.57084], [-12.00089, 5.69619, 8.58371], [-13.14404, 4.70590, 7.68531], [-10.96294, 3.60203, 8.92648], [-11.54175, 2.94892, 7.37311], [-9.71639, 6.12411, 5.55225], [-9.87109, 6.64076, 7.25473], [1.76926, -0.57300, -8.92236], [3.08687, -0.44076, -8.15459], [2.90959, -1.14169, -6.79696], [1.67491, -2.41610, -7.06823], [0.49769, -2.09234, -6.29559], [2.30205, -3.71605, -6.98290], [1.35212, -2.03258, -8.78154], [1.87978, -0.28958, -9.96897], [1.01233, 0.07669, -8.47467], [3.87586, -0.92542, -8.71659], [3.37280, 0.60222, -8.01996], [3.87065, -1.63389, -6.41951], [2.52571, -0.45994, -6.03807], [0.30123, -2.20576, -9.00442], [1.97820, -2.68508, -9.39066]],
  "forces_ev_per_a": [[-0.7, -0.3, 0.1], [0.9, 0.5, -0.4], [-0.1, -0.9, 0.0], [0.1, 0.0, 0.1], [0.5, -0.7, 1.7], [-1.0, 0.7, 0.1], [-0.1, -1.0, -0.2], [0.3, 0.3, -1.9], [-0.1, -0.6, 1.5], [0.5, 1.3, -1.3], [0.1, -1.3, 0.2], [0.2, 0.9, -0.2], [-0.4, -0.8, 1.2], [0.4, -0.7, -1.4], [0.8, 0.7, 0.9], [-1.1, -0.7, 0.1], [1.1, 0.1, -0.7], [-0.7, 0.4, 0.0], [0.4, 0.2, 0.2], [0.1, -0.4, -0.4], [1.1, -0.8, -0.1], [-0.4, -0.2, 0.1], [-0.2, 0.3, 0.4], [-0.5, -0.3, -0.3], [-0.1, 1.3, -0.3], [1.8, -0.2, 2.2], [-1.4, -0.5, -0.9], [-1.2, -0.3, -1.3], [1.3, -0.5, 0.6], [-0.4, 0.8, -1.0], [-1.0, 0.0, -1.0], [0.6, 0.2, 0.7], [0.3, 0.8, 0.5], [-0.1, 0.0, 0.0], [-0.2, -0.3, -0.1], [0.1, 0.4, -0.1], [0.2, -0.1, 0.3], [-0.3, 0.1, -0.1], [-0.2, 0.4, 0.0], [0.2, -0.5, 0.2], [-0.3, 0.4, 0.1], [0.3, 0.4, -0.2], [0.1, 0.0, -0.4], [0.0, 0.0, 0.5], [0.2, 0.4, 0.2], [-0.1, 0.2, -0.2], [0.2, -0.2, 0.8], [-0.2, 0.5, 0.2], [0.2, -0.4, 0.1], [-0.3, 0.0, -0.1], [-0.3, 0.2, 0.4], [0.0, -0.3, 0.1], [-0.2, 0.0, -0.3], [0.3, 0.3, 0.2], [-0.1, 0.0, -0.5], [-0.2, -0.1, 0.2], [0.0, 0.4, 0.1], [-0.4, -0.1, 0.0], [0.0, 0.4, -0.1], [-0.1, 0.0, 0.3], [0.2, 0.3, -0.2], [-0.1, 0.0, 0.3], [0.0, -0.1, -0.4], [-0.1, -0.3, 0.2], [-0.1, 0.3, 0.3], [-0.3, 0.0, 0.3], [0.1, -0.4, 0.0], [0.3, -0.1, -0.6], [-0.1, -0.3, 0.2], [-0.1, 0.5, 0.0], [-0.5, 0.4, 0.2], [0.3, 0.3, -0.1], [-0.1, -0.1, -0.4], [0.2, 0.0, 0.3], [0.3, 0.3, -0.1], [0.1, 0.3, -0.2], [-0.1, 0.0, -0.4], [-0.2, -0.1, 0.4], [0.4, -0.3, -0.3], [-0.2, -0.3, -0.1], [0.3, -0.4, -0.2], [-0.1, -0.2, -0.3], [-0.3, 0.2, -0.2], [-0.3, 0.1, 0.1], [0.2, 0.0, 0.3], [-0.1, -0.1, -0.3], [0.3, 0.2, 0.1], [0.2, -0.2, 0.3], [0.0, -0.1, 0.0], [0.0, 0.1, 0.0], [0.1, -0.1, 0.4], [-0.1, 0.2, 0.3], [0.2, 0.1, -0.2], [0.0, -0.3, -0.2], [-0.2, 0.1, 0.2], [0.0, 0.0, 0.0], [0.0, 0.0, 0.0], [0.0, 0.0, 0.0], [0.0, 0.0, 0.0], [0.0, 0.0, -0.2], [0.0, 0.0, -0.1], [0.1, 0.0, -0.1], [0.0, 0.0, -0.1], [0.1, 0.1, -0.1], [-0.1, -0.1, -0.1], [0.3, -0.3, -0.2], [0.1, -0.3, -0.4], [0.1, 0.0, 0.3], [0.0, 0.3, 0.1], [-0.3, -0.2, -0.2], [0.0, 0.0, 0.0], [0.0, 0.0, 0.0], [0.0, 0.0, 0.0], [0.0, 0.1, 0.0], [0.0, 0.1, 0.1], [-0.1, 0.1, 0.0], [0.1, 0.1, 0.1], [0.0, 0.1, 0.1], [0.0, -0.2, 0.0], [0.0, 0.1, 0.0], [0.4, -0.2, 0.2], [2.8, 0.5, 0.7], [6.7, -0.7, 2.6], [1.6, -0.4, 0.1], [0.0, 0.2, 0.4], [-0.1, 0.0, 0.0], [0.0, 0.1, 0.0], [0.0, 0.0, 0.0], [0.0, 0.0, 0.0], [-0.2, 0.0, 0.0], [-0.1, 0.0, 0.0], [-0.1, -0.1, -0.1], [-0.1, -0.1, -0.1], [0.0, -0.1, 0.0], [0.0, 0.1, 0.0], [-0.4, 0.0, 0.2], [0.0, 0.2, 0.1], [0.1, 0.0, 0.1], [0.1, -0.2, -0.2], [-0.3, 0.3, -0.1], [0.0, 0.0, 0.0], [0.0, 0.0, 0.0], [0.0, 0.0, 0.0], [0.0, 0.0, 0.0], [0.1, -0.1, -0.1], [0.1, 0.0, -0.1], [0.1, -0.1, 0.1], [0.1, -0.1, 0.0], [-0.2, 0.3, 0.2], [-1.5, -0.2, -0.3], [-3.0, 0.0, -1.7], [0.8, 1.6, -0.3], [-0.4, -0.6, 0.3], [-0.3, -0.4, 0.3], [-0.2, 0.1, -0.4], [0.0, 0.0, 0.0], [-0.1, -0.1, -0.1], [-1.1, 0.1, -0.3], [0.0, 0.1, -0.1], [-4.8, 0.2, -1.6], [-0.2, -0.1, 0.1], [0.0, -0.1, 0.1], [0.0, 0.0, 0.0]],
  "de_lowest_ev": 2.431,
  "homo_ev": -7.7,
  "max_force_ha_per_bohr": 0.1406,
  "spin_multiplicity": 1
}